[1]
The following is a quantum chemistry calculation of a 2-piece molecular cluster, C19H25N6O5 overall, from the Open Molecules 2025 dataset.

Each line ends with the Mulliken charge.
Element x y z (Å)
O (1.651, 3.903, 2.827)  -0.7105
O (5.074, -2.024, 3.355)  -0.7482
O (1.965, 0.642, -0.429)  -0.6648
O (3.052, -2.428, 4.171)  -0.7596
N (-5.848, -0.935, -1.146)  -0.5582
N (-6.965, -0.612, 0.901)  -0.6044
O (0.063, -1.118, -3.758)  -0.4142
C (2.654, 3.317, 2.446)  0.7666
C (3.835, -1.838, 3.395)  0.3663
C (3.162, 0.717, -0.171)  -0.0610
C (-6.906, -0.846, -0.382)  0.1791
C (-4.662, -0.700, -0.576)  0.4177
C (-5.802, -0.391, 1.444)  0.5736
C (-4.619, -0.401, 0.776)  -0.4416
C (-2.401, -1.160, -3.600)  -0.4789
C (-1.009, -0.742, -1.692)  -0.6195
C (-3.538, -1.048, -2.792)  -0.7611
C (-2.139, -0.628, -0.879)  -0.7313
C (-1.114, -1.014, -3.054)  0.7389
C (-3.436, -0.785, -1.411)  0.7782
N (-8.066, -1.144, -0.956)  -0.5049
N (-5.862, -0.104, 2.757)  -0.4667
N (4.036, 0.205, -1.045)  -0.1033
N (2.558, 2.203, 1.726)  -0.0094
C (0.007, -1.625, -5.095)  -0.8534
C (4.018, 3.890, 2.775)  -1.0214
C (5.493, 0.147, -0.938)  -0.8902
C (3.227, -0.825, 2.413)  -0.3253
C (4.163, 0.369, 2.158)  -0.5757
C (3.639, 1.396, 1.134)  0.0560
H (-3.705, -0.196, 1.311)  0.3001
H (-2.545, -1.361, -4.655)  0.3413
H (-0.022, -0.629, -1.255)  0.4977
H (-4.514, -1.174, -3.251)  0.4018
H (-1.962, -0.425, 0.171)  0.2904
H (-7.919, -1.709, -1.778)  0.2510
H (-8.725, -1.462, -0.261)  0.2536
H (-5.111, 0.477, 3.106)  0.2382
H (-6.808, 0.106, 3.051)  0.2725
H (3.603, -0.248, -1.836)  0.3193
H (1.619, 1.890, 1.522)  0.1914
H (1.023, -1.762, -5.476)  0.2248
H (-0.514, -0.924, -5.755)  0.3152
H (-0.503, -2.594, -5.124)  0.3615
H (4.519, 4.179, 1.855)  0.2423
H (4.605, 3.148, 3.311)  0.2938
H (3.884, 4.764, 3.410)  0.3161
H (5.780, -0.634, -0.229)  0.2926
H (5.898, 1.105, -0.608)  0.2782
H (5.922, -0.098, -1.911)  0.3411
H (2.277, -0.452, 2.803)  0.2379
H (3.029, -1.341, 1.471)  0.2212
H (4.352, 0.872, 3.107)  0.3211
H (5.121, -0.001, 1.799)  0.2350
H (4.464, 2.052, 0.869)  0.3891

Its LUMO energy is 2.27 eV. Its charge is -1. As for the HOMO energy: -4.2 eV. For the orbital gap, the calculation gives 6.448 eV.

[2]
The following is a quantum chemistry calculation of a single C15H11BrN6O3S molecule, from the Open Molecules 2025 dataset.

Each line ends with the Mulliken charge.
Element x y z (Å)
O (-0.981, -0.318, -3.762)  -0.5967
C (-1.765, 0.177, -2.954)  0.5057
C (-3.097, -0.334, -3.003)  -0.7236
S (-3.418, -1.978, -2.376)  -0.1635
C (-2.917, -1.741, -0.719)  0.1685
N (-3.590, -1.121, 0.244)  -0.5896
N (-2.719, -0.838, 1.241)  -0.3054
C (-1.555, -1.228, 0.911)  0.2320
C (-0.261, -1.062, 1.634)  0.7088
C (-0.122, -0.322, 2.858)  -0.3489
C (1.005, -0.411, 3.691)  -0.5488
C (2.086, -1.255, 3.177)  -0.2794
N (1.987, -1.836, 1.935)  -0.7022
C (0.869, -1.681, 1.195)  -0.2403
N (-1.639, -1.926, -0.222)  -0.0309
N (-1.385, 1.007, -1.863)  -0.1384
C (-0.016, 1.157, -1.425)  0.5389
C (1.152, 0.765, -2.087)  -0.8785
C (2.361, 1.027, -1.406)  -0.1526
C (2.449, 1.668, -0.156)  -0.2298
N (3.710, 1.761, 0.486)  0.8568
O (4.780, 1.782, -0.231)  -0.5478
O (3.711, 1.771, 1.755)  -0.5205
C (1.294, 2.037, 0.411)  -0.0293
C (0.045, 1.757, -0.146)  -0.2680
Br (-1.596, 2.399, 0.737)  -0.1157
H (-3.236, -0.284, -4.078)  0.4216
H (-3.859, 0.286, -2.470)  0.3746
H (-1.041, 0.128, 3.163)  0.5132
H (1.204, 0.147, 4.583)  0.4289
H (2.899, -1.324, 3.863)  0.3605
H (0.925, -2.313, 0.349)  0.4450
H (-0.775, -2.079, -0.821)  0.3465
H (-2.054, 1.058, -1.151)  0.1714
H (1.072, 0.133, -2.946)  0.5358
H (3.228, 0.505, -1.820)  0.3881
H (1.250, 2.483, 1.404)  0.4136

Its LUMO energy is -1.24 eV. Its charge is 0. As for the HOMO energy: -9.5 eV. For the orbital gap, the calculation gives 8.239 eV. The SMILES is O=C(CSc1nnc(-c2cccnc2)[nH]1)Nc1ccc([N+](=O)[O-])cc1Br.

[3]
The following is a quantum chemistry calculation of a 2-piece molecular cluster, C3H2BF7O2 overall, from the Open Molecules 2025 dataset.

Each line ends with the Mulliken charge.
Element x y z (Å)
B (0.565, 0.225, -1.249)  0.6946
C (2.028, -0.442, -0.762)  0.2266
C (-0.078, -0.597, 1.155)  0.2661
C (-1.434, 0.186, 1.321)  0.7712
O (-0.177, -0.545, -2.086)  -0.5543
O (0.435, 1.499, -0.957)  -0.4708
F (2.860, 0.390, -0.174)  -0.1690
F (2.330, -1.713, -0.597)  -0.1868
F (-0.393, -1.870, 1.081)  -0.2471
F (0.766, -0.373, 2.129)  -0.2390
F (-2.098, 0.144, 0.133)  -0.2328
F (-1.226, 1.492, 1.664)  -0.2588
F (-2.237, -0.346, 2.210)  -0.2394
H (-1.033, -0.210, -2.599)  0.3188
H (-0.309, 2.159, -1.270)  0.3206

Its LUMO energy (spin up / spin down) is -1.01 / 0.08 eV. Its charge is 0. As for the HOMO energy (spin up / spin down): -8.2 / -9.5 eV. For the orbital gap (spin up / spin down), the calculation gives 7.153 / 9.617 eV.

[4]
The following is a quantum chemistry calculation of a single C3H5NO3 molecule, from the Open Molecules 2025 dataset.

Each line ends with the Mulliken charge.
Element x y z (Å)
C (-0.036, 2.396, -0.575)  -0.8782
C (0.412, 1.240, 0.147)  0.7724
O (1.450, 1.132, 0.701)  -0.5105
O (-0.504, 0.219, 0.060)  -0.3044
C (0.202, -0.861, 0.476)  0.0494
N (-0.155, -2.096, 0.224)  -0.4430
O (-1.128, -2.129, -0.734)  -0.3756
H (-1.011, 2.668, -0.124)  0.3027
H (0.724, 3.308, -0.547)  0.2752
H (-0.458, 2.014, -1.680)  0.2609
H (1.171, -0.606, 0.976)  0.4595
H (-1.351, -3.138, -0.690)  0.3915

Its LUMO energy is 0.72 eV. The calculation puts the relative energy (zero: lowest compared OMol25 entry of this formula, charge and spin) at 393.1 kJ/mol. Its charge is 0. As for the HOMO energy: -9.3 eV. For the orbital gap, the calculation gives 9.990 eV. The SMILES is CC(=O)O/C=N\O.

[5]
The following is a quantum chemistry calculation of a 2-piece molecular cluster, C6H12O overall, from the Open Molecules 2025 dataset.

Each line ends with the Mulliken charge.
Element x y z (Å)
C (2.024, 0.008, 0.780)  -1.1446
C (1.585, -0.402, -0.629)  -0.1988
C (0.970, 0.729, -1.412)  -0.0418
C (-0.158, 0.645, -2.119)  -1.1309
C (-1.817, -0.290, 0.330)  -0.0179
C (-2.287, -0.874, 1.635)  -0.9306
O (-1.651, 1.005, 0.504)  -0.3623
H (2.526, -0.820, 1.293)  0.3281
H (1.164, 0.315, 1.387)  0.2741
H (2.727, 0.849, 0.744)  0.3336
H (0.882, -1.242, -0.575)  0.2510
H (2.465, -0.760, -1.183)  0.3222
H (1.521, 1.674, -1.397)  0.2722
H (-0.763, -0.259, -2.095)  0.3903
H (-0.547, 1.494, -2.678)  0.3799
H (-3.286, -1.306, 1.472)  0.3142
H (-2.327, -0.170, 2.476)  0.2986
H (-1.624, -1.718, 1.884)  0.2516
H (-1.266, 1.382, -0.316)  0.4110

Its LUMO energy is 1.07 eV. The calculation puts the relative energy (zero: lowest compared OMol25 entry of this formula, charge and spin) at 330.7 kJ/mol. Its charge is 0. As for the HOMO energy: -8.3 eV. For the orbital gap, the calculation gives 9.412 eV.

[6]
The following is a quantum chemistry calculation of C9H21BaF3O3P2 as an isolated structure, from the Open Molecules 2025 dataset.

Each line ends with the Mulliken charge.
Element x y z (Å)
Ba (0.439, -0.161, -0.430)  1.4495
H (3.451, -0.769, -1.886)  -0.0190
H (3.203, -1.480, -1.880)  0.0021
P (1.252, 2.454, -0.586)  0.0481
P (-0.563, -2.718, -0.510)  0.0519
C (-0.445, -3.535, 1.095)  -1.0663
H (-1.021, -4.469, 1.036)  0.3734
H (0.607, -3.740, 1.372)  0.2912
H (-0.838, -2.879, 1.897)  0.2726
C (-2.307, -2.454, -0.966)  -0.8777
H (-2.371, -1.925, -1.940)  0.3017
H (-2.775, -3.449, -1.007)  0.3848
H (-2.806, -1.792, -0.229)  0.2507
C (0.273, -3.686, -1.798)  -0.9448
H (1.337, -3.840, -1.534)  0.2832
H (-0.267, -4.637, -1.913)  0.3446
H (0.282, -3.103, -2.742)  0.2869
C (-0.312, 3.344, -0.874)  -0.8861
H (-0.058, 4.410, -0.974)  0.3867
H (-0.809, 2.951, -1.786)  0.2983
H (-1.025, 3.165, -0.043)  0.2580
C (2.047, 3.042, 0.922)  -1.0819
H (3.012, 2.530, 1.099)  0.2945
H (2.195, 4.125, 0.828)  0.3686
H (1.424, 2.807, 1.807)  0.2846
C (2.341, 2.672, -2.025)  -0.9490
H (1.871, 2.197, -2.913)  0.2853
H (2.500, 3.749, -2.177)  0.3477
H (3.295, 2.131, -1.868)  0.2867
C (1.825, -0.621, 2.167)  0.0061
O (2.528, -0.859, 3.037)  -0.0594
H (-0.824, 0.302, -3.187)  -0.2608
F (-3.499, 0.080, 3.682)  -0.2406
C (-3.064, 1.088, 2.856)  0.7582
F (-4.027, 1.365, 1.923)  -0.2255
F (-2.808, 2.213, 3.601)  -0.2381
C (-1.708, 0.620, 2.168)  0.4271
O (-0.717, 0.327, 2.895)  -0.7090
O (-1.637, 0.546, 0.883)  -0.7842

Its LUMO energy is -0.21 eV. The calculation puts the relative energy (zero: lowest compared OMol25 entry of this formula, charge and spin) at 0.0 kJ/mol. Its charge is 0. As for the HOMO energy: -6.2 eV. For the orbital gap, the calculation gives 5.948 eV.